1.
{
  "formula": "C2H4O3Sr",
  "method": "wB97M-V/def2-TZVPD",
  "multiplicity": 2,
  "gap_ev": [6.97, 9.16],
  "homo_energy_ev": [-11.40, -13.61],
  "charge": 1,
  "symbols": ["C", "O", "O", "H", "H", "O", "Sr", "H", "C", "H"],
  "coordinates": [[-1.837, 0.187, 0.594], [-0.444, -1.654, 0.316], [2.727, 0.919, -0.971], [-2.846, 0.593, 0.743], [-2.486, -1.906, 0.430], [-0.813, 0.912, 0.847], [1.164, -0.074, 0.377], [2.536, 1.605, -1.642], [-1.639, -1.210, 0.397], [3.639, 0.628, -1.090]],
  "lowdin_spin": [0.27, 0.22, 0.00, 0.01, 0.01, 0.22, 0.01, 0.00, 0.26, 0.00]
}

---

2.
{
  "formula": "C42H105F2N8O18S2Sn",
  "method": "wB97M-V/def2-TZVPD",
  "multiplicity": 2,
  "gap_ev": [3.40, 2.35],
  "homo_energy_ev": [-10.92, -10.92],
  "charge": 2,
  "symbols": ["H", "H", "O", "O", "H", "H", "H", "H", "H", "H", "S", "O", "C", "H", "C", "C", "H", "H", "H", "H", "H", "H", "O", "H", "C", "C", "C", "H", "H", "H", "H", "H", "H", "C", "H", "H", "H", "H", "C", "C", "H", "H", "H", "C", "H", "H", "H", "C", "O", "C", "H", "H", "C", "C", "H", "O", "H", "H", "H", "H", "C", "O", "H", "O", "H", "S", "C", "H", "H", "H", "C", "O", "C", "C", "N", "H", "H", "H", "C", "O", "H", "H", "O", "O", "H", "H", "H", "H", "H", "H", "H", "H", "H", "H", "H", "H", "N", "F", "H", "C", "H", "F", "H", "H", "H", "C", "H", "H", "C", "H", "H", "H", "H", "H", "O", "C", "N", "H", "H", "H", "O", "N", "C", "H", "H", "H", "O", "C", "Sn", "C", "C", "O", "H", "H", "H", "C", "H", "H", "H", "H", "C", "N", "C", "H", "H", "C", "C", "H", "H", "H", "N", "O", "H", "H", "O", "C", "C", "H", "H", "C", "H", "H", "H", "H", "H", "H", "H", "H", "C", "C", "N", "H", "C", "H", "C", "C", "N", "C"],
  "coordinates": [[-0.996, 3.881, 6.581], [5.714, 4.425, -6.097], [4.492, -1.148, 1.503], [-0.824, 0.763, 0.320], [2.416, 5.335, -4.659], [-3.689, 5.349, -4.825], [5.502, -4.959, 2.728], [0.390, 4.002, -1.278], [4.950, 0.332, 4.411], [6.504, 7.795, -3.496], [-0.753, 1.316, 1.680], [3.504, -5.265, 3.221], [-1.467, -6.664, -2.738], [3.063, 0.077, 2.338], [1.614, -3.609, 3.379], [-6.563, 0.739, -2.958], [-0.929, -6.419, -3.654], [-2.372, 1.155, 4.864], [-1.023, -3.989, -2.807], [1.223, -4.465, -3.005], [-5.950, -1.487, 2.545], [4.928, 3.457, 6.424], [5.867, 6.734, -5.043], [4.795, 7.781, -3.615], [4.746, 4.926, -6.117], [5.360, 0.026, 1.339], [5.230, 1.348, 4.692], [-5.796, 2.154, -1.453], [-4.993, -0.739, 1.214], [3.261, -2.745, 3.114], [1.561, -5.693, 3.125], [-2.825, 4.213, -0.188], [1.813, -3.698, 4.447], [-3.467, 5.746, -3.834], [0.279, 2.497, -1.960], [3.582, -2.845, -2.178], [3.105, 4.099, 7.612], [-4.494, -2.334, 1.890], [5.695, 7.846, -4.225], [2.193, -4.904, 2.717], [-7.923, 0.615, -1.444], [1.123, 3.179, 7.497], [-5.960, 0.938, 3.736], [2.781, 4.308, -4.670], [-2.191, 1.136, -2.151], [3.840, 6.922, -5.607], [-5.724, 0.044, -0.371], [3.931, -7.415, -2.787], [0.414, 3.805, 1.396], [4.032, 3.097, 5.918], [-2.800, 2.801, 4.590], [5.784, 8.872, -4.580], [-1.866, -2.991, 1.562], [-0.511, 3.807, 5.608], [2.903, -6.111, -1.500], [-1.923, -3.745, 0.434], [-2.560, -3.408, 2.292], [-5.392, 2.476, -3.125], [4.412, -3.575, 2.321], [2.523, 2.636, -3.241], [0.135, 3.543, -2.233], [-1.744, 2.285, 2.037], [5.385, 0.840, 2.063], [-4.254, 0.950, -2.269], [-7.601, -2.345, -0.491], [1.159, 2.551, 1.444], [-7.047, -1.567, 0.035], [0.558, -3.373, 3.242], [2.395, -0.358, -2.286], [-2.529, -6.631, -2.982], [-1.111, -3.361, -0.699], [-1.429, -8.390, -1.052], [2.623, -3.330, -1.994], [-4.754, 3.673, 1.092], [-4.764, 4.783, 0.128], [-7.323, 1.286, -3.515], [5.189, 0.478, 0.362], [2.738, 4.196, -2.403], [-6.114, 3.083, 1.326], [1.749, 2.071, 0.192], [-2.865, 5.783, 0.571], [5.013, 6.996, -6.893], [5.380, -7.220, -2.590], [-6.129, -2.345, 0.747], [-6.633, 2.820, 0.404], [4.332, 4.579, -7.063], [3.438, -5.417, -4.339], [2.231, -3.415, -4.036], [2.244, -4.757, 1.638], [-7.638, -1.000, 0.754], [-6.761, 3.888, 1.675], [2.406, -2.494, 0.925], [2.061, -6.852, -2.944], [-5.475, 2.661, 3.986], [0.785, -0.505, -1.831], [-4.113, 2.886, 0.695], [1.585, 2.956, 6.627], [-1.185, 0.072, 2.651], [-1.288, -8.853, -3.035], [2.238, -4.122, -3.206], [6.415, -0.247, 1.333], [2.527, 2.917, 2.267], [4.720, 4.738, -4.098], [6.279, -6.184, -1.081], [-2.734, 2.205, 6.281], [5.698, -7.098, -1.208], [-3.061, -9.538, -1.581], [-2.380, 5.783, -3.909], [4.499, -4.656, 2.429], [-2.561, -4.505, -1.912], [-3.087, -8.882, 0.069], [-6.125, 0.139, -3.755], [4.784, -6.908, -0.645], [5.356, 1.986, 3.817], [1.742, -2.279, -1.526], [-3.111, 1.715, -2.065], [-1.025, -5.721, -1.709], [-0.843, -3.064, 1.931], [-3.172, 2.032, -1.024], [-1.141, -2.296, -0.932], [0.920, 3.919, -3.311], [2.336, -2.347, 3.191], [1.048, 4.031, 5.817], [-2.199, 6.185, -1.465], [-3.888, 6.739, -1.419], [-3.351, -7.820, -1.317], [-0.857, 2.402, 5.267], [-0.970, -8.062, -2.355], [1.549, 0.282, 4.899], [-2.790, -8.683, -0.961], [1.581, -1.084, -2.299], [-3.674, 5.133, -2.682], [-5.641, -1.224, -1.510], [6.196, 1.281, 5.192], [3.765, -7.904, -3.747], [-3.389, 5.144, -0.139], [6.324, -7.950, -0.945], [-3.765, 6.791, -3.750], [-2.067, -1.937, 1.370], [2.746, -3.903, -1.075], [-2.277, 2.153, 5.293], [4.230, 4.296, -4.863], [4.789, 6.507, -5.944], [1.623, 4.168, 4.901], [0.089, -8.125, -2.606], [-3.240, 5.864, -1.475], [2.193, -1.823, 1.757], [1.259, -1.379, -3.297], [4.482, -5.197, 1.483], [1.285, 4.971, 6.315], [-7.219, 0.058, -1.907], [4.052, 1.781, 5.382], [-0.109, -3.672, -0.403], [-5.195, 4.523, -0.747], [-6.018, 1.874, 2.105], [2.319, 3.706, -3.282], [-5.458, 1.685, -2.377], [-1.514, -5.998, -0.870], [1.157, -1.488, 1.696], [-6.360, -0.628, -0.948], [-7.210, 2.123, 3.801], [-3.085, 2.599, -2.702], [3.697, -8.199, -2.066], [2.393, 3.725, -5.506], [-4.202, 3.978, 1.981], [2.834, -0.049, 0.655], [3.865, 3.844, 5.142], [-0.904, 3.821, -2.411], [3.177, -0.626, 1.513], [-6.173, 1.980, 3.497], [0.806, 1.511, 2.451], [3.236, 2.340, 7.716], [2.990, 3.170, 7.053], [-0.958, 4.341, 4.770], [-1.485, -4.335, -1.882], [2.926, -6.303, -2.573], [3.251, -5.122, -3.391], [-5.330, -1.671, 1.668]],
  "lowdin_spin": [0.00, 0.00, 0.00, 0.00, 0.00, 0.00, 0.00, 0.00, 0.00, 0.00, 0.00, 0.00, 0.00, 0.00, 0.00, 0.07, 0.00, 0.00, 0.00, 0.00, 0.00, 0.00, 0.00, 0.00, 0.00, 0.00, 0.00, 0.00, 0.00, 0.00, 0.00, 0.00, 0.00, 0.00, 0.00, 0.00, 0.00, 0.00, 0.00, 0.00, 0.02, 0.00, 0.00, 0.00, 0.00, 0.00, 0.04, 0.00, 0.00, 0.00, 0.00, 0.00, 0.00, 0.00, 0.00, 0.00, 0.00, 0.01, 0.00, 0.00, 0.00, 0.00, 0.00, 0.02, 0.00, 0.00, 0.02, 0.00, 0.00, 0.00, 0.00, 0.00, 0.00, 0.00, 0.00, 0.00, 0.00, 0.00, 0.00, 0.00, 0.00, 0.00, 0.00, 0.02, 0.00, 0.00, 0.00, 0.00, 0.00, 0.00, 0.00, 0.00, 0.00, 0.00, 0.00, 0.00, 0.00, 0.00, 0.00, 0.00, 0.00, 0.00, 0.00, 0.00, 0.00, 0.00, 0.00, 0.00, 0.00, 0.00, 0.00, 0.02, 0.00, 0.00, 0.00, 0.00, 0.00, 0.00, 0.00, 0.00, 0.00, 0.00, 0.00, 0.00, 0.00, 0.00, 0.00, 0.00, 0.00, 0.00, 0.00, 0.00, 0.01, 0.00, 0.00, 0.00, 0.00, 0.00, 0.00, 0.00, 0.00, 0.00, 0.00, 0.00, 0.00, 0.00, 0.00, 0.00, 0.00, 0.00, 0.60, 0.00, 0.00, 0.00, 0.00, 0.00, 0.08, 0.00, 0.00, 0.08, 0.00, 0.00, 0.00, 0.00, 0.00, 0.00, 0.00, 0.00, 0.00, 0.00, 0.00, 0.00, 0.00, 0.00, 0.00, 0.00, 0.00, 0.01]
}

---

3.
{
  "formula": "C36H34N4O5",
  "method": "wB97M-V/def2-TZVPD",
  "smiles": "COc1ccc(C(=O)N2C[C@@]3(CC(c4cccc(NC(=O)CC(c5ccccc5)c5ccccc5)c4)=NO3)C[C@H]2C(N)=O)cc1",
  "multiplicity": 1,
  "gap_ev": 8.91,
  "homo_energy_ev": -8.49,
  "symbols": ["C", "C", "H", "O", "H", "C", "N", "C", "C", "C", "H", "H", "H", "O", "N", "H", "H", "H", "H", "H", "H", "C", "C", "H", "H", "N", "H", "C", "C", "H", "C", "C", "C", "H", "C", "C", "C", "H", "O", "C", "C", "C", "C", "H", "C", "C", "H", "H", "C", "C", "H", "H", "H", "C", "H", "C", "C", "H", "H", "H", "H", "C", "C", "H", "C", "C", "H", "O", "O", "C", "C", "N", "H", "H", "H", "C", "H", "C", "C"],
  "coordinates": [[-0.976, 4.265, -0.224], [1.230, -3.553, -0.446], [4.495, -4.243, -1.058], [4.652, 2.113, -2.072], [1.982, 5.106, -1.632], [3.627, -3.731, -0.671], [6.525, -0.544, 2.829], [0.603, 2.461, -0.037], [3.789, -2.582, 0.092], [1.391, -2.418, 0.345], [-4.118, 1.603, -0.050], [3.093, 1.061, 0.501], [3.602, -0.474, -1.206], [-0.874, 0.079, 0.721], [-1.689, 2.210, 0.777], [2.783, -1.079, 1.238], [-2.151, -0.578, -3.643], [4.043, 2.504, 0.854], [0.544, -1.882, 0.741], [0.827, 1.453, 0.269], [-7.493, -0.960, 3.316], [-7.964, 0.840, 0.503], [-3.091, -0.001, -1.814], [6.651, -1.477, 2.444], [-1.968, -4.059, -0.660], [3.474, 2.804, -2.062], [2.219, -5.093, -1.541], [-0.673, 2.965, 0.176], [-7.260, -0.412, 2.414], [-9.305, 0.035, 1.967], [-4.429, -1.672, -0.744], [2.877, 2.676, -0.945], [-1.133, -3.490, -0.256], [-3.405, 1.024, 2.338], [-3.326, -2.167, -2.817], [4.788, 1.350, -0.861], [-5.939, -0.275, 2.021], [-1.226, -2.445, -0.565], [5.705, 1.514, 2.406], [-3.910, -0.384, -0.760], [-0.024, 5.034, -0.867], [5.114, -2.005, 0.458], [-8.276, 0.144, 1.659], [-5.068, -1.981, 0.069], [-4.200, 0.590, 0.365], [1.557, 3.237, -0.688], [7.347, -0.322, 0.402], [-6.407, 1.519, -0.793], [6.362, 0.146, 0.515], [-5.615, 0.426, 0.867], [-8.750, 1.277, -0.096], [-4.568, -3.549, -1.754], [-5.164, -0.723, 2.625], [-4.145, -2.554, -1.771], [-3.100, -2.857, -3.616], [6.213, 1.425, -0.311], [-3.132, 0.426, 1.465], [6.368, 2.308, 0.308], [-2.522, 2.741, 0.992], [6.907, 1.446, -1.151], [5.162, -0.414, -2.054], [1.237, 4.522, -1.117], [-2.795, -0.889, -2.833], [6.340, -0.446, 3.816], [4.640, -0.154, -1.124], [2.662, -1.948, 0.607], [-1.150, -3.545, 0.837], [0.030, -4.092, -0.778], [5.911, -2.585, 1.186], [-6.646, 0.978, 0.113], [3.668, 1.866, 0.050], [5.312, -0.745, 0.014], [-3.056, -0.623, 1.754], [-1.963, 4.667, -0.040], [-0.272, 6.036, -1.182], [6.140, 0.450, 2.018], [-2.677, 0.998, -1.842], [2.361, -4.208, -0.941], [-1.770, 0.861, 0.952]],
  "lowdin_charge": [-0.03, -0.26, 0.12, -0.05, 0.11, -0.01, 0.19, 0.05, -0.16, 0.01, 0.14, 0.11, 0.13, 0.07, 0.13, 0.12, 0.11, 0.13, 0.08, 0.10, 0.10, -0.08, -0.03, 0.07, 0.09, 0.14, 0.12, -0.21, -0.08, 0.10, -0.02, -0.23, -0.08, 0.13, -0.09, -0.39, -0.05, 0.08, 0.05, -0.19, -0.07, -0.39, -0.09, 0.12, -0.23, -0.16, 0.16, 0.12, -0.15, -0.21, 0.10, 0.11, 0.11, -0.09, 0.10, -0.03, -0.05, 0.13, 0.14, 0.13, 0.15, -0.03, -0.07, 0.12, -0.04, -0.03, 0.10, -0.07, 0.06, -0.03, 0.00, 0.02, 0.13, 0.11, 0.11, -0.49, 0.12, 0.01, -0.46]
}

---

4.
{
  "formula": "C5H5Cl2NOS",
  "method": "wB97M-V/def2-TZVPD",
  "smiles": "CCn1sc(Cl)c(Cl)c1=O",
  "multiplicity": 1,
  "gap_ev": 9.16,
  "homo_energy_ev": -8.87,
  "symbols": ["Cl", "H", "O", "H", "C", "C", "Cl", "N", "H", "C", "H", "S", "H", "C", "C"],
  "coordinates": [[-0.618, -1.889, -3.619], [-0.724, 2.621, 1.875], [0.826, -1.592, 1.257], [1.223, 0.775, 1.675], [0.539, -1.184, 0.142], [0.087, -2.066, -0.983], [-0.061, -3.746, -0.735], [0.473, 0.144, -0.220], [-1.353, 2.021, 0.388], [-0.179, -1.308, -2.094], [-1.303, 0.940, 1.804], [-0.054, 0.405, -1.873], [1.288, 1.974, 0.363], [0.626, 1.176, 0.770], [-0.771, 1.727, 1.251]],
  "lowdin_charge": [0.69, 0.07, 0.04, 0.15, -0.55, -0.69, 0.74, -0.34, 0.05, -1.05, 0.08, 1.01, 0.11, -0.25, -0.07]
}

---

5.
{
  "formula": "H35O17",
  "method": "wB97M-V/def2-TZVPD",
  "multiplicity": 1,
  "gap_ev": 9.87,
  "homo_energy_ev": -12.44,
  "charge": 1,
  "symbols": ["H", "H", "H", "O", "H", "H", "O", "H", "H", "O", "H", "O", "O", "H", "O", "H", "H", "H", "H", "O", "H", "H", "H", "H", "O", "O", "H", "H", "O", "H", "H", "H", "O", "O", "O", "H", "H", "H", "O", "H", "H", "H", "O", "H", "H", "H", "O", "H", "H", "O", "H", "H"],
  "coordinates": [[2.167, 0.718, -1.327], [2.588, -2.779, -3.576], [0.429, 0.287, 1.323], [1.196, -4.893, 0.914], [1.326, 3.431, -4.047], [2.740, -1.815, -2.435], [-4.289, 1.758, -0.593], [-4.255, -0.805, 3.847], [-1.583, -2.207, 4.657], [-1.341, -1.168, 0.280], [0.537, 3.945, -2.925], [2.942, 1.105, -1.749], [2.358, -2.674, -2.646], [4.088, -4.062, -0.596], [-2.511, 1.683, -2.615], [-1.428, 2.326, -1.007], [-3.638, -0.379, 2.292], [-2.442, 2.330, -3.326], [2.870, 2.013, -1.437], [3.990, 2.239, 2.431], [1.014, 2.228, 0.951], [0.877, -0.729, 2.368], [-2.932, 0.904, -3.001], [-1.151, -3.777, -3.187], [-1.873, -2.368, 3.741], [-3.006, 0.602, 1.258], [-0.968, -2.250, 3.408], [3.323, 2.698, 2.960], [1.572, 1.432, 0.818], [-2.186, -3.265, -4.054], [-3.868, 1.624, -1.476], [-3.512, 0.831, 0.398], [0.746, 3.094, -3.343], [1.982, 3.830, 2.124], [4.376, -3.804, -1.463], [-3.381, -1.741, 2.945], [-4.079, 2.644, -0.270], [2.093, -4.826, 0.571], [-4.115, -1.065, 2.918], [0.705, -5.018, 0.093], [2.597, 4.028, 1.419], [0.127, 2.458, -1.248], [-2.016, -3.346, -3.106], [1.486, 4.450, 2.654], [4.492, -2.919, -1.784], [-0.949, -0.703, -0.465], [0.076, -0.311, 2.030], [4.619, 1.955, 3.103], [-2.249, 0.052, 0.919], [-0.616, 2.758, -0.721], [2.051, 1.538, 1.657], [-0.980, -2.057, 0.318]],
  "lowdin_charge": [0.00, 0.05, 0.00, -0.05, 0.06, 0.03, -0.04, 0.17, 0.08, -0.05, 0.05, -0.06, -0.06, 0.02, -0.04, 0.00, 0.10, 0.09, 0.02, -0.06, 0.05, 0.04, 0.08, 0.03, -0.03, -0.09, 0.06, 0.01, -0.08, 0.04, 0.03, 0.03, -0.07, -0.04, -0.05, 0.12, 0.08, 0.02, 0.22, 0.04, 0.07, 0.00, -0.07, 0.07, 0.02, 0.07, -0.10, 0.05, 0.01, -0.04, 0.04, 0.08]
}

---

6.
{
  "formula": "C8H9NO4",
  "method": "wB97M-V/def2-TZVPD",
  "smiles": "C=C1O[C@H]1/C=C\\[C@]1(C)O/C1=[N+](/[O-])O",
  "multiplicity": 1,
  "gap_ev": 9.13,
  "homo_energy_ev": -8.44,
  "symbols": ["O", "H", "O", "H", "H", "H", "C", "O", "H", "H", "H", "C", "O", "C", "C", "C", "H", "C", "N", "C", "C", "H"],
  "coordinates": [[-2.406, 1.411, 0.297], [0.234, 1.283, -1.653], [-1.986, -2.020, -0.380], [0.894, -3.511, 0.278], [-1.358, 2.124, -1.953], [2.743, 0.214, -0.361], [-0.081, 1.156, 1.131], [0.888, -0.614, -1.049], [2.144, -2.485, 1.412], [-0.074, 2.944, -0.980], [-0.461, 1.575, 1.989], [-0.546, 1.938, -1.233], [-3.948, -0.971, 0.278], [-0.987, 1.172, -0.018], [1.450, -1.467, -0.154], [1.053, 0.554, 1.064], [1.712, 0.547, 1.934], [1.465, -2.577, 0.516], [-2.576, -0.968, -0.032], [-2.045, 0.156, -0.144], [1.729, -0.048, -0.003], [-4.140, -1.861, 0.525]],
  "lowdin_charge": [0.10, 0.08, -0.04, 0.09, 0.10, 0.17, 0.01, 0.05, 0.09, 0.12, 0.11, 0.02, 0.11, -0.34, -0.32, -0.06, 0.14, 0.07, -0.25, -0.14, -0.21, 0.10]
}